# 1
Molecular formula: C4H6Cl2
Method: DFT, wB97M-V/def2-TZVPD

Geometry as XYZ:
```
12
Properties=species:S:1:pos:R:3:forces:R:3:nbo_charge:R:1
C 0.182 1.590 -0.279 0.6464 1.2665 -1.1208 -0.671
C 0.924 0.290 -0.449 -0.6936 -0.8925 1.0117 -0.153
C 0.384 -0.896 -0.107 3.2946 0.0242 -0.6390 -0.030
C -0.779 -1.152 0.664 -3.3719 0.2792 0.4556 -0.368
H 0.911 2.397 -0.545 -0.6669 -0.4464 0.4094 0.226
H -0.653 1.740 -0.994 0.4021 -0.4568 0.3140 0.239
H -0.221 1.825 0.708 0.1796 -0.3520 0.1079 0.225
H 1.988 0.319 -0.710 -0.6350 -0.0665 -0.4076 0.230
H -0.742 -2.002 1.363 0.1042 0.3185 -0.6646 0.252
H -1.118 -0.257 1.212 0.1885 -0.3834 -0.2761 0.231
Cl 1.361 -2.387 -0.336 -0.3081 0.7120 -0.0973 -0.047
Cl -2.238 -1.466 -0.528 0.8600 -0.0028 0.9070 -0.133
```
Positions in Å, forces in eV/Å.

## Properties
DFT total energy = -29289.3962 eV
Gap between HOMO and LUMO = 9.90 eV
ΔE to the lowest compared entry with this formula, charge and spin = 10.47 kcal/mol
M = 124.998 g mol⁻¹
HOMO = -9.518 eV
SMILES = C/C=C(/Cl)CCl

# 2
Molecular formula: C4H6Cl2O
Method: DFT, wB97M-V/def2-TZVPD

Geometry as XYZ:
```
13
Properties=species:S:1:pos:R:3:forces:R:3:nbo_charge:R:1
C -0.778 1.052 -0.570 -0.8072 1.6788 -0.7708 -0.633
C -0.132 -0.113 0.044 0.1475 -0.9172 -1.0987 0.144
C -0.730 -0.814 1.182 1.4510 -0.8857 -0.8475 -0.103
C 1.326 -0.225 -0.409 0.3830 0.2452 -0.3806 -0.226
H -1.861 0.927 -0.613 0.0437 -0.1578 0.3164 0.237
H -0.585 1.984 -0.030 0.1996 -0.0105 -0.3012 0.228
H -0.486 1.135 -1.639 0.0933 0.1594 0.6912 0.219
H -1.536 -0.364 1.711 -0.7219 0.2187 0.1737 0.194
H -0.114 -1.543 1.708 -0.1022 0.4014 0.2384 0.205
H 1.531 -0.022 -1.487 -0.8878 -0.1223 0.8511 0.239
O -0.937 -1.266 -0.178 -0.0548 -0.1501 0.5729 -0.484
Cl 2.032 -1.794 -0.133 0.1738 -0.6503 0.2985 0.011
Cl 2.270 1.042 0.415 0.0820 0.1902 0.2564 -0.031
```
Positions in Å, forces in eV/Å.

## Properties
DFT total energy = -31336.4051 eV
Gap between HOMO and LUMO = 11.32 eV
ΔE to the lowest compared entry with this formula, charge and spin = 23.35 kcal/mol
M = 140.997 g mol⁻¹
HOMO = -10.505 eV
SMILES = C[C@@]1(C(Cl)Cl)CO1